Record 1
This record from the Open Molecules 2025 dataset describes C46H42BIN7O5Ru as an isolated structure in a non-equilibrium geometry. The level of theory is the ωB97M-V functional and the def2-TZVPD basis.

Computed properties:
- LUMO energy (alpha / beta): 0.0155 / -0.0399 Ha
- HOMO (alpha / beta): -8.032 / -7.972 eV
- 2S+1: 2

Last column: Mulliken spin population.
Cartesian coordinates (Å):
1 Ru 0.44491 -0.23448 0.37400  0.771
2 C 2.68692 3.38687 1.13569  0.001
3 C 2.06118 2.51477 0.24518  0.009
4 N 1.40997 1.57539 0.92187  -0.047
5 N 1.58756 1.81267 2.23467  -0.017
6 C 2.35626 2.90213 2.38473  0.000
7 B 0.92093 0.93508 3.32439  0.065
8 N -0.58184 0.88973 3.02597  -0.008
9 C -1.60615 1.25353 3.81307  -0.001
10 C -2.76413 1.19319 3.07331  0.004
11 C -2.34616 0.78332 1.80569  -0.004
12 N -1.03378 0.58866 1.78647  -0.001
13 N 1.45879 -0.49986 3.19828  -0.004
14 C 1.91189 -1.37579 4.10631  0.003
15 C 2.15681 -2.57683 3.47096  -0.002
16 C 1.81333 -2.34844 2.13739  -0.018
17 N 1.41132 -1.09128 1.99628  -0.032
18 H 3.27493 4.25552 0.90090  0.000
19 H 2.03308 2.52015 -0.83222  -0.001
20 H 2.59312 3.26518 3.37000  0.000
21 H 1.14720 1.38734 4.40952  0.000
22 H -1.42933 1.54758 4.83384  0.000
23 H -3.76449 1.42736 3.39042  0.001
24 H -2.93415 0.63793 0.92324  0.005
25 H 2.03061 -1.08056 5.13493  0.000
26 H 2.51530 -3.49220 3.90583  0.000
27 H 1.80517 -3.02545 1.29945  0.001
28 C -1.62332 -5.40599 -3.92146  0.000
29 C -2.22610 -4.20672 -3.22003  0.000
30 C -3.71201 -4.03346 -3.48240  0.000
31 O -2.03595 -4.31148 -1.81369  0.000
32 C -1.16805 -3.26328 -1.37748  0.000
33 C -1.33818 -2.22962 -2.48614  -0.019
34 O -1.50364 -3.05452 -3.63084  0.000
35 C -0.17637 -1.24287 -2.70749  0.017
36 O -0.14157 -0.36111 -1.59262  0.324
37 C 1.06809 -2.09488 -3.05510  -0.017
38 C 1.76091 -2.84171 -2.10010  0.003
39 C 2.77889 -3.71194 -2.45291  -0.002
40 C 3.12341 -3.87684 -3.78598  0.000
41 C 2.43194 -3.16608 -4.75162  -0.001
42 C 1.41575 -2.29176 -4.38822  0.005
43 C -0.47176 -0.27737 -3.86189  0.014
44 C 0.51530 0.65513 -4.18415  0.009
45 C 0.30085 1.61063 -5.16046  -0.003
46 C -0.91424 1.65221 -5.83674  0.004
47 C -1.90061 0.73385 -5.52099  -0.004
48 C -1.68162 -0.22846 -4.53816  0.007
49 C -1.52368 -2.88640 0.06688  0.010
50 O -0.74656 -1.85703 0.60768  -0.005
51 C -1.22225 -4.07099 1.00612  -0.002
52 C -1.43377 -3.84665 2.36805  0.000
53 C -1.08604 -4.79498 3.31205  0.000
54 C -0.50525 -5.99478 2.91291  0.001
55 C -0.29400 -6.22945 1.56556  -0.001
56 C -0.65556 -5.27636 0.61549  0.002
57 C -3.01858 -2.53799 0.08765  -0.006
58 C -3.99452 -3.46501 0.43408  0.000
59 C -5.34315 -3.14016 0.35749  0.000
60 C -5.73838 -1.88605 -0.08218  0.001
61 C -4.77293 -0.95762 -0.44815  0.001
62 C -3.42824 -1.28662 -0.36073  -0.001
63 H -2.13187 -6.31701 -3.60675  0.000
64 H -0.56504 -5.47404 -3.66805  0.000
65 H -1.72189 -5.29729 -5.00171  0.000
66 H -4.25882 -4.89149 -3.09140  0.000
67 H -3.89946 -3.94516 -4.55293  0.000
68 H -4.07311 -3.13914 -2.97099  0.000
69 H -0.15099 -3.64197 -1.37837  0.005
70 H -2.24178 -1.64157 -2.32720  -0.003
71 H 1.50241 -2.74844 -1.05440  -0.017
72 H 3.29908 -4.26694 -1.68200  0.000
73 H 3.91633 -4.55760 -4.06775  0.000
74 H 2.67379 -3.29509 -5.79887  0.000
75 H 0.87603 -1.77072 -5.16637  0.001
76 H 1.46017 0.62500 -3.65455  0.000
77 H 1.08005 2.32387 -5.39779  0.000
78 H -1.08481 2.39458 -6.60622  0.000
79 H -2.84839 0.75381 -6.04460  0.000
80 H -2.45784 -0.95020 -4.32710  0.001
81 H -1.85919 -2.89953 2.67765  0.000
82 H -1.25945 -4.59853 4.36300  0.000
83 H -0.22730 -6.73934 3.64827  0.000
84 H 0.14917 -7.16292 1.24078  0.000
85 H -0.50236 -5.49880 -0.43194  0.000
86 H -3.70057 -4.45407 0.76029  0.000
87 H -6.08741 -3.87519 0.63758  0.000
88 H -6.78968 -1.63458 -0.14329  0.000
89 H -5.06752 0.02380 -0.80238  0.000
90 H -2.66963 -0.57293 -0.65963  -0.001
91 I -1.07617 4.46148 1.70606  0.000
92 C -1.67859 4.01196 -0.25648  0.001
93 C -2.45924 4.93579 -0.93954  0.000
94 C -2.84318 4.61131 -2.22901  0.000
95 C -2.43901 3.40136 -2.77104  -0.001
96 C -1.65831 2.55861 -1.99655  -0.011
97 N -1.27674 2.86215 -0.75262  0.005
98 H -2.75155 5.86578 -0.47468  0.000
99 H -3.45228 5.29938 -2.80149  0.000
100 H -2.71481 3.10571 -3.77313  0.000
101 H -1.32109 1.59987 -2.36242  -0.014
102 O 2.97523 -0.46418 -1.21106  -0.007
103 C 2.04884 -0.40935 -0.56130  -0.020

Record 2
This record from the Open Molecules 2025 dataset describes a 3-piece molecular cluster, C46H42F2N3O5Si overall in a non-equilibrium geometry. The level of theory is the ωB97M-V functional and the def2-TZVPD basis.

Computed properties:
- Charge: +1
- LUMO energy: -0.1824 Ha
- HOMO: -10.803 eV

Last column: Löwdin charge in e.
Cartesian coordinates (Å):
1 C 1.78578 -4.24858 6.83193  -0.213
2 Si 0.70445 -5.42468 5.78629  0.539
3 C 1.60351 -7.13915 5.61210  -0.206
4 C 0.42801 -4.82252 3.96701  -0.229
5 C -0.51063 -3.51745 3.88704  -0.148
6 C -1.94969 -3.80832 3.18323  -0.345
7 F -2.45647 -5.09768 3.46895  0.057
8 F -1.72011 -3.57936 1.77146  0.003
9 C -2.91503 -2.61174 3.66552  0.026
10 C -4.34992 -2.93230 4.14569  0.052
11 N -5.16967 -1.89149 4.60329  0.082
12 N -4.66583 -0.66986 4.59901  0.027
13 C -3.41692 -0.12644 4.17709  -0.027
14 C -3.05294 1.44564 4.24565  -0.052
15 C -1.48844 1.72905 4.48773  -0.330
16 O -1.22805 3.06407 3.93311  -0.074
17 C -1.05742 1.79039 6.03536  -0.190
18 N -0.22270 0.57342 6.38719  -0.038
19 C -2.36728 -1.16953 3.62945  0.143
20 C -0.94439 -5.67731 6.72908  -0.233
21 C -1.55811 -4.60067 7.67124  -0.086
22 C -2.87914 -4.86453 8.45152  -0.076
23 C -3.61514 -6.22997 8.26992  -0.066
24 C -3.04275 -7.33145 7.30974  -0.061
25 C -1.72173 -7.02927 6.56737  -0.071
26 H 1.85564 -4.62703 7.92362  0.060
27 H 1.34501 -3.18217 6.90561  0.033
28 H 2.86859 -4.13799 6.47539  0.046
29 H 0.90410 -7.76858 4.93836  0.038
30 H 2.61522 -6.99883 5.10489  0.044
31 H 1.71191 -7.67226 6.62409  0.054
32 H -0.02922 -5.63341 3.30691  0.093
33 H 1.46563 -4.50024 3.56802  0.101
34 H -0.00394 -2.67036 3.28566  0.127
35 H -0.77104 -3.07474 4.91869  0.110
36 H -4.76808 -4.00361 4.16716  0.155
37 H -5.31290 0.05318 4.98226  0.186
38 H -3.44817 1.88476 3.25055  0.149
39 H -3.63261 1.85977 5.14040  0.131
40 H -0.78158 1.02360 3.93528  0.133
41 H -1.62304 3.06834 3.02389  0.106
42 H -1.97992 1.90016 6.69379  0.124
43 H -0.34156 2.69141 6.12562  0.136
44 H 0.67608 0.64000 5.88386  0.073
45 H 0.04065 0.68593 7.38750  0.078
46 H -1.32181 -0.89402 3.28888  0.122
47 H -1.04925 -3.59679 7.84652  0.079
48 H -3.32393 -4.08777 9.16932  0.087
49 H -4.57365 -6.49049 8.82964  0.086
50 H -3.56848 -8.33284 7.14740  0.092
51 H -1.23870 -7.79083 5.85366  0.085
52 C 1.78194 1.81185 -4.64503  -0.041
53 C 2.60826 1.32097 -3.63647  -0.044
54 C 2.09137 0.47210 -2.66394  0.004
55 C 0.74128 0.12054 -2.69034  -0.089
56 C -0.09156 0.63186 -3.68662  -0.085
57 C 0.43443 1.46954 -4.67111  0.011
58 C -1.53592 0.30677 -3.69788  -0.279
59 O -2.26353 0.74954 -4.56893  0.110
60 C -2.08454 -0.55821 -2.62836  -0.081
61 C -3.45376 -0.82703 -2.59207  0.007
62 C -3.97573 -1.64926 -1.59874  -0.056
63 C -3.13149 -2.21320 -0.64418  -0.068
64 C -1.76774 -1.94309 -0.67406  -0.009
65 C -1.24342 -1.10695 -1.66089  -0.081
66 C 0.20435 -0.79754 -1.66165  -0.281
67 O 0.94260 -1.28783 -0.82240  0.093
68 H 2.18851 2.46709 -5.40885  0.098
69 H 3.65689 1.59891 -3.60998  0.113
70 H 2.74135 0.08876 -1.88380  0.121
71 H -0.20531 1.85966 -5.45633  0.122
72 H -4.11658 -0.39367 -3.33450  0.124
73 H -5.04149 -1.85286 -1.56952  0.108
74 H -3.53788 -2.86068 0.12626  0.093
75 H -1.11645 -2.38091 0.07359  0.097
76 C 6.55498 8.24631 -7.60421  -0.056
77 C 6.05046 9.10993 -8.57407  -0.053
78 C 4.89701 8.77369 -9.27410  0.005
79 C 4.25034 7.56517 -9.01426  -0.084
80 C 4.76939 6.68934 -8.06019  -0.086
81 C 5.91740 7.03782 -7.34702  0.002
82 C 4.12106 5.38205 -7.80981  -0.280
83 O 4.57158 4.61697 -6.97322  0.093
84 C 2.92243 5.01396 -8.59650  -0.084
85 C 2.33482 3.76193 -8.41239  -0.005
86 C 1.20046 3.41149 -9.13685  -0.058
87 C 0.64366 4.31357 -10.04092  -0.054
88 C 1.22954 5.56011 -10.23137  0.007
89 C 2.37629 5.90885 -9.51603  -0.082
90 C 3.01305 7.22423 -9.75196  -0.279
91 O 2.52940 8.01258 -10.54570  0.107
92 H 7.45013 8.51369 -7.05192  0.108
93 H 6.55593 10.04722 -8.78296  0.109
94 H 4.50585 9.45296 -10.02485  0.123
95 H 6.31836 6.36681 -6.59416  0.120
96 H 2.76134 3.05510 -7.70764  0.106
97 H 0.74815 2.43492 -8.99557  0.107
98 H -0.24564 4.04264 -10.60087  0.109
99 H 0.79408 6.25683 -10.94058  0.123